1.
Computed, not measured: C21H53B3FN3O9 as an isolated structure at a distorted geometry, with wB97M-V/def2-TZVPD.

For the LUMO energy, the calculation gives 0.61 eV. The relative energy (zero: lowest compared OMol25 entry of this formula, charge and spin) is 8.2 kcal per mole. As for the total energy: -1847.8498 a.u. The calculation puts the HOMO energy at -0.3141 Eh.

Each line ends with the Löwdin charge.
Cartesian coordinates (Å):
1 C 3.31530 -1.38826 -6.42009  -0.06
2 C 4.02696 -0.22352 -7.09735  -0.19
3 C 3.56823 1.10177 -6.54779  -0.21
4 F 4.31136 2.12038 -7.19433  -0.03
5 B 2.01845 1.32261 -6.80063  -0.51
6 O 1.19415 1.58014 -5.71529  0.28
7 B 0.18058 0.63391 -5.75610  -0.35
8 O -0.54234 0.59385 -6.93018  0.24
9 B 0.35451 0.33854 -7.95211  -0.34
10 O 1.44434 1.18155 -8.04515  0.29
11 H 2.28249 -1.47975 -6.73654  0.07
12 H 3.82318 -2.30719 -6.67110  0.08
13 H 3.36206 -1.29676 -5.34210  0.09
14 H 5.07921 -0.29925 -6.85624  0.12
15 H 3.88160 -0.25408 -8.16886  0.12
16 H 3.80616 1.14879 -5.49042  0.15
17 H 0.02666 -0.15539 -4.88528  0.13
18 H 0.20702 -0.62221 -8.63130  0.13
19 C -0.10171 -0.30619 0.91294  -0.11
20 O -0.47701 -1.65388 1.12604  -0.19
21 C -1.87098 -1.84672 1.35010  -0.22
22 C -2.50617 -2.55166 0.17122  -0.21
23 N -2.55860 -1.67260 -0.99082  -0.05
24 C -2.92275 -2.32686 -2.24337  -0.20
25 C -1.99596 -3.41309 -2.78213  -0.23
26 O -0.72993 -2.94101 -3.20494  -0.19
27 C 0.24364 -2.80891 -2.18350  -0.10
28 H 0.98668 -0.26348 0.91043  0.08
29 H -0.45678 0.06456 -0.05515  0.08
30 H -0.47977 0.34261 1.70883  0.09
31 H -2.37724 -0.90682 1.57094  0.10
32 H -1.96824 -2.48439 2.23222  0.12
33 H -3.52455 -2.85127 0.43792  0.12
34 H -1.92153 -3.46147 -0.02066  0.11
35 H -1.65466 -1.23612 -1.11084  0.07
36 H -2.98504 -1.54520 -3.00477  0.12
37 H -3.92849 -2.74708 -2.13989  0.12
38 H -2.47139 -3.82644 -3.67572  0.12
39 H -1.87584 -4.24855 -2.08223  0.11
40 H 0.11545 -3.55725 -1.39804  0.09
41 H 0.23090 -1.80904 -1.74234  0.07
42 H 1.22345 -2.94966 -2.64137  0.09
43 C 5.76190 4.31117 1.53316  -0.12
44 O 6.56610 3.44709 0.75398  -0.19
45 C 7.28816 2.47847 1.50467  -0.22
46 C 6.75098 1.08377 1.26473  -0.22
47 N 5.43315 0.91238 1.86290  -0.05
48 C 4.74856 -0.32051 1.48407  -0.20
49 C 4.39652 -0.53035 0.01420  -0.23
50 O 3.40406 0.34928 -0.48095  -0.19
51 C 3.87065 1.61413 -0.91600  -0.09
52 H 5.40022 5.10050 0.87648  0.09
53 H 4.89481 3.79249 1.95658  0.08
54 H 6.33791 4.76652 2.34371  0.09
55 H 7.28801 2.72301 2.57059  0.12
56 H 8.32433 2.51336 1.15621  0.12
57 H 7.43844 0.35922 1.71134  0.12
58 H 6.74049 0.91960 0.17904  0.11
59 H 4.85001 1.69762 1.60624  0.07
60 H 3.81470 -0.35498 2.05068  0.12
61 H 5.35240 -1.16925 1.82038  0.12
62 H 3.96868 -1.53289 -0.07213  0.12
63 H 5.27957 -0.51462 -0.63587  0.11
64 H 4.87924 1.55606 -1.33204  0.09
65 H 3.84972 2.34884 -0.10646  0.07
66 H 3.19307 1.96661 -1.69407  0.09
67 C -5.64149 1.01576 7.83733  -0.12
68 O -6.59431 0.30949 7.06673  -0.19
69 C -7.44390 1.13594 6.27994  -0.22
70 C -7.14579 0.98507 4.80361  -0.22
71 N -5.85801 1.57394 4.45924  -0.05
72 C -5.39218 1.27105 3.10869  -0.20
73 C -5.11764 -0.18558 2.74816  -0.22
74 O -4.00883 -0.75578 3.42027  -0.20
75 C -4.27446 -1.27109 4.71224  -0.09
76 H -5.17382 0.30129 8.51260  0.09
77 H -4.85913 1.46123 7.21321  0.08
78 H -6.11552 1.80138 8.43249  0.09
79 H -7.37656 2.18226 6.59078  0.12
80 H -8.46945 0.80134 6.46040  0.12
81 H -7.92959 1.49093 4.23202  0.12
82 H -7.19021 -0.08668 4.56866  0.11
83 H -5.16231 1.25474 5.12006  0.07
84 H -4.46171 1.82429 2.95974  0.12
85 H -6.11631 1.67418 2.39385  0.12
86 H -4.85987 -0.20953 1.68491  0.12
87 H -6.00303 -0.82174 2.86498  0.11
88 H -5.28988 -1.66588 4.79353  0.09
89 H -4.11133 -0.51588 5.48582  0.07
90 H -3.56974 -2.08290 4.89534  0.09

---

2.
Computed, not measured: C32H55N4OP2Tc as an isolated structure at a distorted geometry, with wB97M-V/def2-TZVPD.

As for the multiplicity: 4. Its net charge is +3. The expectation value of S² is 3.806. For the LUMO energy (alpha / beta), the calculation gives -8.38 / -11.54 eV. The relative energy (zero: lowest compared OMol25 entry of this formula, charge and spin) is 0.0 kcal per mole. As for the total energy: -2309.1912 a.u. The calculation puts the HOMO energy (alpha / beta) at -0.6044 / -0.6480 Eh.

Each line ends with the Löwdin charge.
Cartesian coordinates (Å):
1 C -0.70088 -2.32785 -1.29697  -0.31
2 C 1.52637 -2.20002 -0.53661  -0.34
3 C -0.42912 -3.51610 -1.97045  0.03
4 C 1.78868 -3.49111 -1.05663  0.04
5 C 0.81478 -4.13057 -1.79550  0.02
6 H -1.22032 -3.95147 -2.57458  0.14
7 H 2.78173 -3.90457 -0.89104  0.14
8 H 1.00451 -5.10469 -2.24280  0.14
9 N 0.24448 -1.71849 -0.56992  -0.02
10 P -2.38477 -0.70245 0.22860  1.11
11 P 2.34874 0.33855 0.50263  1.08
12 C -2.04701 -1.63232 -1.35983  -0.23
13 H -2.03767 -0.92634 -2.20545  0.08
14 H -2.83247 -2.36418 -1.58139  0.09
15 C -0.01861 1.71016 1.65231  -0.31
16 O 0.05443 2.71067 2.26511  0.16
17 C 2.50651 -1.33450 -0.01265  -0.20
18 H 3.49089 -1.79069 0.13338  0.10
19 C 3.27565 1.08852 -1.03621  -0.61
20 C 3.55298 0.64500 1.99847  -0.63
21 C -3.65048 0.65433 -0.18738  -0.66
22 C -3.21347 -2.09590 1.20503  -0.65
23 C 2.84593 2.55289 -1.09791  -0.08
24 H 3.09864 3.10539 -0.18482  0.08
25 H 3.34590 3.04685 -1.94536  0.12
26 H 1.76262 2.62486 -1.24305  0.03
27 C 4.80365 0.96577 -0.98436  -0.06
28 H 5.26944 1.52511 -0.16841  0.07
29 H 5.11945 -0.08449 -0.94374  0.10
30 H 5.20419 1.37993 -1.92357  0.12
31 C 2.86230 0.32384 -2.29791  -0.08
32 H 3.33231 0.78974 -3.17637  0.11
33 H 3.18510 -0.72292 -2.25964  0.09
34 H 1.77843 0.33222 -2.44992  0.04
35 C 3.87880 2.14724 2.07343  -0.07
36 H 2.95478 2.74119 2.13001  0.08
37 H 4.44737 2.32953 2.99870  0.12
38 H 4.48869 2.51082 1.24109  0.07
39 C 2.88175 0.28636 3.32096  -0.10
40 H 1.96126 0.85540 3.48629  0.06
41 H 2.66214 -0.78212 3.38745  0.07
42 H 3.57398 0.53049 4.14205  0.11
43 C 4.81867 -0.21969 1.94288  -0.07
44 H 5.47116 -0.02058 1.09156  0.06
45 H 5.40711 -0.00384 2.84882  0.12
46 H 4.57368 -1.28849 1.95234  0.09
47 C -3.58386 -1.54242 2.58501  -0.07
48 H -3.95801 -2.37274 3.20109  0.11
49 H -2.71486 -1.10939 3.09083  0.04
50 H -4.36625 -0.77682 2.54523  0.07
51 C -2.20839 -3.24427 1.36652  -0.08
52 H -2.08314 -3.81812 0.43910  0.09
53 H -1.22706 -2.88706 1.68914  0.04
54 H -2.57908 -3.92963 2.14255  0.11
55 C -4.46525 -2.68129 0.51944  -0.06
56 H -4.65406 -3.67197 0.96022  0.11
57 H -5.36291 -2.08247 0.69897  0.08
58 H -4.34507 -2.82714 -0.56008  0.08
59 C -3.58421 0.91116 -1.69248  -0.11
60 H -3.95779 0.06380 -2.28328  0.10
61 H -4.21326 1.78043 -1.93889  0.12
62 H -2.55659 1.13834 -1.99455  0.02
63 C -3.21945 1.92665 0.55951  -0.10
64 H -2.22903 2.27365 0.23691  0.04
65 H -3.94598 2.72310 0.34028  0.11
66 H -3.19607 1.76962 1.64685  0.09
67 C -5.11104 0.35214 0.17083  -0.07
68 H -5.51806 -0.47675 -0.41959  0.09
69 H -5.25979 0.16838 1.24014  0.07
70 H -5.70510 1.24401 -0.08551  0.11
71 Tc -0.07479 0.11013 0.65351  1.14
72 N -0.25643 0.97642 -1.01331  -0.02
73 C -0.03308 1.42746 -2.07941  0.02
74 C -0.22079 2.43689 -3.23941  -0.54
75 C 0.86118 2.17161 -4.27984  -0.04
76 C -1.57538 2.29159 -3.92755  -0.04
77 C -0.12331 3.87855 -2.73941  -0.01
78 H 1.86057 2.36122 -3.86915  0.08
79 H 0.80657 1.13092 -4.62476  0.11
80 H 0.71531 2.83144 -5.14652  0.12
81 H -2.39043 2.67254 -3.30146  0.08
82 H -1.58939 2.89657 -4.84692  0.12
83 H -1.77733 1.25275 -4.21222  0.11
84 H -0.20887 4.56562 -3.59471  0.13
85 H -0.94395 4.11026 -2.04593  0.10
86 H 0.82777 4.08615 -2.23903  0.08
87 N -0.41308 -1.19754 4.79701  0.13
88 C 0.31175 -2.29334 4.33999  -0.01
89 C 0.55436 -2.07101 3.01704  -0.14
90 N -0.03672 -0.84711 2.65932  -0.10
91 C -0.61146 -0.34800 3.75828  -0.18
92 H -0.75106 -1.03272 5.74087  0.19
93 H 0.59260 -3.12430 4.96193  0.14
94 H 1.10050 -2.68139 2.30950  0.12
95 H -1.16253 0.58257 3.85535  0.15

---

3.
Computed, not measured: one molecule with the formula C4H9NO2 at a distorted geometry, with wB97M-V/def2-TZVPD.

For the LUMO energy, the calculation gives 0.25 eV. The relative energy (zero: lowest compared OMol25 entry of this formula, charge and spin) is 134.5 kcal per mole. The SMILES is CNOCC(C)=O. As for the total energy: -362.8713 a.u. The calculation puts the HOMO energy at -0.3247 Eh.

Each line ends with the Löwdin charge.
Cartesian coordinates (Å):
1 C 0.59172 1.28440 -0.20644  -0.16
2 C -2.21654 0.03110 -0.26023  -0.09
3 C 1.92897 -0.83034 0.45508  -0.02
4 N -1.03471 -0.19652 0.54459  -0.06
5 C 0.77117 -0.35208 -0.39838  -0.49
6 O -0.32211 1.24140 0.82444  -0.07
7 O 0.45068 -0.93057 -1.42492  0.00
8 H -0.94830 -1.15466 0.88171  0.14
9 H 0.17089 1.70487 -1.12590  0.11
10 H 1.52853 1.71894 0.14385  0.11
11 H -1.97007 0.51654 -1.20683  0.08
12 H -2.88755 0.70209 0.27740  0.08
13 H -2.72819 -0.91064 -0.46026  0.09
14 H 2.85863 -0.46857 0.01847  0.09
15 H 1.85938 -0.43526 1.46764  0.08
16 H 1.94748 -1.92069 0.46980  0.08

---

4.
Computed, not measured: C34H48N3PTm as an isolated structure at a distorted geometry, with wB97M-V/def2-TZVPD.

As for the multiplicity: 3. Its net charge is -1. The expectation value of S² is 2.004. For the LUMO energy (alpha / beta), the calculation gives 2.36 / 2.36 eV. The relative energy (zero: lowest compared OMol25 entry of this formula, charge and spin) is 15.2 kcal per mole. As for the total energy: -2915.0810 a.u. The calculation puts the HOMO energy (alpha / beta) at -0.0491 / -0.0514 Eh.

Each line ends with the Löwdin charge.
Cartesian coordinates (Å):
1 Tm -0.31346 0.55581 -0.73930  1.32
2 N 2.83695 1.36103 2.00940  0.02
3 N 1.53005 1.21046 -3.19902  0.01
4 C -2.72495 0.02586 -0.96920  -0.31
5 C -2.36146 0.95288 -2.00421  -0.32
6 C -1.88423 2.15740 -1.38314  -0.35
7 C -1.28732 3.34006 -2.07183  -0.04
8 H -1.23101 3.16361 -3.15209  0.07
9 H -0.27084 3.59481 -1.72253  0.08
10 H -1.93932 4.20201 -1.86888  0.08
11 C -2.00524 2.00094 0.03832  -0.31
12 C -1.48938 2.96897 1.04253  -0.10
13 H -2.30503 3.41484 1.63034  0.08
14 H -0.90006 3.76065 0.56476  0.07
15 H -0.79033 2.48395 1.76751  -0.03
16 C -2.50657 0.66322 0.29243  -0.31
17 C -2.58283 -0.01187 1.61344  -0.05
18 H -1.63753 0.12386 2.17452  0.01
19 H -2.70874 -1.09829 1.50826  0.08
20 H -3.38629 0.39396 2.24169  0.09
21 C -2.55287 0.81705 -3.47005  -0.05
22 H -3.34829 1.51035 -3.79318  0.09
23 H -2.82383 -0.20337 -3.77215  0.06
24 H -1.64062 1.10133 -4.01507  0.07
25 C -3.15428 -1.39471 -1.15580  -0.04
26 H -2.65042 -2.07479 -0.45016  0.07
27 H -2.89726 -1.75724 -2.15843  0.06
28 H -4.23853 -1.51473 -1.01587  0.09
29 C 3.84398 0.71409 2.57168  -0.20
30 H 3.87308 0.71389 3.66798  0.09
31 C 4.84924 0.07516 1.81523  -0.13
32 H 5.70048 -0.33416 2.35452  0.07
33 C 4.66062 -0.03264 0.43264  -0.13
34 H 5.40991 -0.55893 -0.17422  0.09
35 C 3.57338 0.58350 -0.15256  -0.08
36 H 3.36606 0.54859 -1.22786  0.09
37 C 2.63298 1.30452 0.65533  -0.46
38 C 1.42474 1.83913 0.15616  -0.26
39 H 1.38105 2.92551 0.17579  -0.02
40 C 0.92043 0.15196 -2.70408  -0.34
41 C 2.10263 0.87129 -4.40743  -0.17
42 H 2.69254 1.59856 -4.95951  0.08
43 C 1.80794 -0.43802 -4.70015  -0.10
44 H 2.08606 -1.07253 -5.52010  0.09
45 N 1.07004 -0.90231 -3.60844  -0.09
46 C 0.45616 -2.17041 -3.42747  -0.14
47 C -0.63912 -2.52951 -4.23498  -0.19
48 C -1.29261 -3.73586 -3.94977  -0.02
49 H -2.14988 -4.02635 -4.55902  0.12
50 C -0.84262 -4.57933 -2.93356  -0.29
51 C -1.44990 -5.92933 -2.73682  -0.07
52 H -1.76554 -6.08200 -1.70089  0.08
53 H -0.71819 -6.70840 -2.97515  0.08
54 H -2.31171 -6.05832 -3.39223  0.07
55 C 0.20931 -4.16797 -2.11601  -0.01
56 H 0.56477 -4.80657 -1.30638  0.12
57 C 0.85811 -2.94791 -2.32884  -0.19
58 C 1.99881 -2.55956 -1.43186  -0.03
59 H 2.96402 -2.93446 -1.81647  0.10
60 H 1.84396 -3.01778 -0.44392  0.08
61 H 2.11251 -1.47636 -1.26863  0.04
62 C -1.14702 -1.68565 -5.36667  -0.05
63 H -0.79997 -2.06485 -6.34043  0.09
64 H -0.85469 -0.63134 -5.29886  0.07
65 H -2.24837 -1.73397 -5.38743  0.08
66 C 0.86894 3.83695 3.91084  -0.16
67 C 1.29397 2.41118 4.23869  -0.42
68 P 0.18666 1.25381 3.35149  0.95
69 C 0.67604 -0.47096 3.70939  -0.42
70 C 1.11216 -0.82513 5.12434  -0.16
71 C -1.34593 1.42902 4.35741  -0.42
72 C -1.19041 1.75896 5.83458  -0.17
73 H 1.01968 4.04222 2.84417  0.07
74 H -0.18491 4.03614 4.14265  0.06
75 H 1.47078 4.55590 4.47613  0.07
76 H 2.30304 2.24385 3.85453  0.04
77 H 1.28367 2.20162 5.31294  0.06
78 H -0.19622 -1.07692 3.41944  0.07
79 H 1.47560 -0.69362 2.98913  0.06
80 H 0.29235 -0.79919 5.85139  0.05
81 H 1.48044 -1.85941 5.09464  0.06
82 H 1.92938 -0.18317 5.47627  0.06
83 H -1.93589 2.21974 3.85700  0.07
84 H -1.90382 0.49130 4.23666  0.06
85 H -0.64991 2.70104 5.98181  0.05
86 H -2.20499 1.88118 6.23500  0.06
87 H -0.70016 0.95577 6.39960  0.05

---

Question: The highest total energy belongs to which entry?
Answer: C4H9NO2

---

Question: Which value of relative energy (zero: lowest compared OMol25 entry of this formula, charge and spin) does entry 1 give?
Answer: 8.2 kcal per mole